ORCA calculation (ωB97M-V with the def2-TZVPD basis set) on the ion C29H43ClF4NO3 with charge +1.

Each line ends with the Löwdin charge.
Cartesian coordinates (Å):
C (1.121, -5.779, -0.329)  -0.10
C (0.296, -4.971, -1.370)  -0.22
C (0.857, -3.536, -1.621)  -0.17
C (-0.262, -2.437, -1.569)  -0.24
C (0.060, -1.532, -2.776)  -0.03
C (-0.322, -1.682, -0.227)  -0.22
C (0.064, -2.540, 0.989)  -0.03
C (1.387, -2.165, 1.643)  -0.70
O (1.416, -1.481, 2.641)  0.03
Cl (2.955, -2.776, 1.059)  0.76
O (0.303, -0.360, -0.153)  -0.02
C (-0.564, 0.762, 0.086)  -0.23
C (0.278, 1.532, 1.197)  -0.02
C (1.411, 2.450, 0.786)  -0.18
C (1.143, 3.807, 0.839)  -0.07
C (2.072, 4.750, 0.531)  -0.08
C (3.339, 4.383, 0.156)  -0.07
C (3.643, 3.050, 0.133)  -0.05
C (2.702, 2.098, 0.438)  -0.21
C (3.135, 0.644, 0.399)  -0.03
C (-0.635, 1.704, -1.146)  -0.22
C (-1.865, 1.730, -2.106)  -0.04
C (0.564, 1.612, -2.142)  -0.16
C (1.033, 3.021, -2.616)  -0.22
C (2.425, 2.947, -3.259)  -0.08
N (-1.825, 0.078, 0.688)  0.02
C (-3.106, 0.865, 0.589)  -0.12
C (-3.018, 2.372, 0.902)  -0.02
C (-1.676, -0.137, 2.175)  -0.08
C (-2.630, -1.097, 2.906)  -0.09
C (-2.356, -0.875, 4.371)  -0.21
F (-2.813, 0.236, 4.994)  0.09
C (-1.668, -1.790, 5.087)  -0.29
F (-0.639, -1.522, 5.854)  0.19
F (-1.947, -3.070, 5.044)  0.18
C (-1.808, -1.162, -0.129)  -0.40
O (-2.497, -2.279, 0.376)  0.09
F (-2.465, -1.014, -1.313)  0.12
H (2.100, -5.323, -0.178)  0.05
H (0.565, -5.885, 0.606)  0.07
H (1.311, -6.796, -0.677)  0.07
H (-0.761, -4.956, -1.090)  0.10
H (0.348, -5.529, -2.308)  0.10
H (1.262, -3.579, -2.631)  0.11
H (1.703, -3.310, -0.975)  0.04
H (-1.168, -3.004, -1.777)  0.14
H (-0.713, -0.791, -2.978)  0.06
H (1.008, -1.042, -2.549)  0.09
H (0.189, -2.121, -3.683)  0.09
H (0.077, -3.608, 0.759)  0.12
H (-0.661, -2.449, 1.792)  0.11
H (-0.369, 2.126, 1.842)  0.11
H (0.773, 0.744, 1.767)  0.11
H (0.160, 4.165, 1.138)  0.12
H (1.836, 5.808, 0.552)  0.12
H (4.098, 5.111, -0.100)  0.12
H (4.640, 2.735, -0.150)  0.12
H (2.854, 0.171, 1.340)  0.06
H (2.807, 0.096, -0.484)  0.07
H (4.229, 0.632, 0.378)  0.09
H (-0.632, 2.738, -0.795)  0.11
H (-1.620, 2.501, -2.843)  0.09
H (-2.782, 2.116, -1.660)  0.06
H (-2.015, 0.831, -2.699)  0.07
H (0.257, 1.122, -3.062)  0.10
H (1.445, 1.132, -1.722)  0.09
H (0.340, 3.288, -3.424)  0.10
H (0.914, 3.791, -1.853)  0.10
H (3.242, 3.247, -2.606)  0.06
H (2.436, 3.642, -4.105)  0.08
H (2.605, 1.964, -3.702)  0.08
H (-3.548, 0.775, -0.401)  0.11
H (-3.896, 0.468, 1.224)  0.13
H (-3.732, 2.890, 0.261)  0.10
H (-3.367, 2.549, 1.922)  0.09
H (-2.047, 2.841, 0.771)  0.06
H (-1.719, 0.807, 2.713)  0.14
H (-0.696, -0.539, 2.434)  0.11
H (-2.430, -2.156, 2.755)  0.11
H (-3.708, -0.958, 2.758)  0.13
H (-3.443, -2.078, 0.315)  0.14

Calculated values
- LUMO level (eV) = -2.36
- orbital gap (eV) = 9.271
- charge = +1
- SMILES = CCC[C@@H](C)[C@]1(Cc2ccccc2C)O[C@](CC(=O)Cl)([C@@H](C)CCC)[C@](O)(F)[N@@+]1(CC)CCC(F)=C(F)F
- highest occupied orbital energy (eV) = -11.63



ORCA calculation (ωB97M-V with the def2-TZVPD basis set) on a cluster of 2 separate species, C2H7N3O in total.

Each line ends with the natural charge from an NBO analysis.
Cartesian coordinates (Å):
N (-0.612, -1.366, -1.145)  -0.59
C (-1.579, -1.379, -0.300)  0.29
N (-1.623, -0.574, 0.769)  -0.30
H (-0.763, -1.740, -2.077)  0.44
H (0.227, -0.760, -1.034)  0.47
H (-2.339, -2.158, -0.421)  0.25
H (-1.982, -1.084, 1.587)  0.38
C (1.541, 1.010, 0.508)  0.55
N (0.663, 2.039, 0.404)  -0.78
O (1.568, 0.018, -0.207)  -0.66
H (2.284, 1.094, 1.303)  0.15
H (-0.260, 1.818, 0.054)  0.39
H (0.608, 2.614, 1.236)  0.40

Calculated values
- LUMO level (alpha / beta) (eV) = -4.30 / -8.08
- orbital gap (alpha / beta) (eV) = 10.188 / 6.383
- <S²> = 0.761
- charge = +1
- highest occupied orbital energy (alpha / beta) (eV) = -14.49 / -14.46
- 2S+1 = 2



ORCA calculation (ωB97M-V with the def2-TZVPD basis set) on a cluster of 5 separate species, C29H56O8Si in total.

Each line ends with the Löwdin charge.
Cartesian coordinates (Å):
C (-1.947, 0.235, 1.982)  0.02
C (-1.405, -0.753, 2.979)  -0.49
O (-1.994, -1.039, 4.007)  0.11
O (-0.181, -1.279, 2.670)  -0.04
C (-0.200, -2.691, 2.418)  -0.16
C (-0.489, -2.989, 0.955)  -0.13
C (0.806, -2.980, 0.108)  -0.17
C (0.662, -2.090, -1.132)  -0.14
C (0.995, -0.642, -0.771)  -0.24
C (2.281, -0.057, -1.298)  -0.11
C (2.115, 1.393, -0.792)  -0.30
Si (2.694, 1.734, 1.009)  0.61
C (3.768, 3.265, 1.050)  -0.16
C (1.133, 2.059, 2.021)  -0.14
C (3.560, 0.234, 1.758)  -0.15
O (0.713, 1.630, -1.004)  -0.02
C (0.068, 0.453, -1.262)  -0.42
O (-1.045, 0.403, -1.777)  0.11
H (-1.978, 1.209, 2.453)  0.09
H (-2.956, -0.046, 1.724)  0.10
H (-1.331, 0.290, 1.097)  0.05
H (-0.900, -3.189, 3.075)  0.11
H (0.789, -3.049, 2.665)  0.12
H (-0.947, -3.964, 0.870)  0.10
H (-1.141, -2.219, 0.563)  0.11
H (1.096, -3.983, -0.182)  0.11
H (1.615, -2.588, 0.714)  0.10
H (-0.327, -2.184, -1.556)  0.10
H (1.410, -2.428, -1.843)  0.11
H (0.889, -0.551, 0.313)  0.13
H (3.204, -0.569, -1.077)  0.12
H (2.165, 0.035, -2.376)  0.13
H (2.688, 2.028, -1.464)  0.12
H (4.473, 3.284, 0.223)  0.03
H (3.133, 4.138, 0.945)  0.00
H (4.321, 3.353, 1.976)  0.04
H (0.279, 1.577, 1.559)  0.00
H (0.916, 3.122, 2.011)  0.03
H (1.216, 1.694, 3.036)  0.04
H (3.161, 0.012, 2.740)  0.03
H (4.632, 0.371, 1.842)  0.03
H (3.413, -0.665, 1.168)  0.01
C (-1.833, -8.079, 3.152)  -0.17
C (-3.159, -7.324, 3.095)  -0.17
C (-2.691, -5.876, 3.125)  -0.20
O (-1.415, -5.853, 2.476)  -0.17
C (-0.936, -7.190, 2.303)  -0.20
H (-1.891, -9.099, 2.777)  0.11
H (-1.466, -8.114, 4.180)  0.11
H (-3.671, -7.537, 2.154)  0.11
H (-3.837, -7.564, 3.913)  0.11
H (-2.567, -5.518, 4.152)  0.12
H (-3.369, -5.199, 2.603)  0.12
H (-1.008, -7.452, 1.242)  0.12
H (0.113, -7.235, 2.599)  0.12
C (-1.186, 4.153, -1.495)  -0.16
C (-2.542, 4.783, -1.801)  -0.16
C (-2.166, 6.248, -1.978)  -0.21
O (-0.836, 6.263, -2.504)  -0.15
C (-0.266, 4.952, -2.403)  -0.20
H (-1.140, 3.088, -1.689)  0.09
H (-0.922, 4.322, -0.447)  0.12
H (-2.944, 4.378, -2.733)  0.12
H (-3.283, 4.632, -1.018)  0.11
H (-2.167, 6.772, -1.014)  0.11
H (-2.824, 6.784, -2.662)  0.12
H (-0.214, 4.513, -3.405)  0.12
H (0.747, 5.036, -2.010)  0.10
C (-0.814, -4.165, -5.533)  -0.17
C (-1.028, -3.913, -4.043)  -0.17
C (-0.940, -5.321, -3.474)  -0.20
O (-0.039, -6.041, -4.318)  -0.14
C (0.215, -5.288, -5.506)  -0.21
H (-0.470, -3.291, -6.082)  0.11
H (-1.742, -4.513, -5.992)  0.11
H (-0.219, -3.297, -3.649)  0.09
H (-1.973, -3.422, -3.812)  0.12
H (-1.915, -5.821, -3.497)  0.12
H (-0.566, -5.343, -2.449)  0.11
H (1.234, -4.889, -5.455)  0.12
H (0.147, -5.950, -6.370)  0.12
C (0.915, 7.768, 0.147)  -0.15
C (0.645, 8.117, 1.609)  -0.16
C (0.762, 6.751, 2.276)  -0.20
O (1.714, 6.008, 1.509)  -0.17
C (1.980, 6.691, 0.279)  -0.20
H (1.245, 8.613, -0.454)  0.12
H (0.017, 7.355, -0.315)  0.09
H (1.419, 8.789, 1.986)  0.11
H (-0.324, 8.585, 1.777)  0.11
H (-0.195, 6.217, 2.256)  0.12
H (1.103, 6.809, 3.309)  0.12
H (2.984, 7.128, 0.334)  0.12
H (1.961, 5.972, -0.539)  0.10

Calculated values
- LUMO level (eV) = 0.61
- orbital gap (eV) = 9.964
- SMILES = CC(=O)OCCCC[C@H]1C[C@H]([Si](C)(C)C)OC1=O.C1CCOC1.C1CCOC1.C1CCOC1.C1CCOC1
- highest occupied orbital energy (eV) = -9.35



ORCA calculation (ωB97M-V with the def2-TZVPD basis set) on the molecule C4H10N.

Each line ends with the natural charge from an NBO analysis.
Cartesian coordinates (Å):
C (1.560, -1.011, -1.196)  -0.62
C (1.587, -0.154, 0.060)  -0.44
C (0.206, 0.028, 0.696)  -0.37
C (-0.823, 0.458, -0.083)  -0.29
N (-2.173, 0.748, 0.616)  -0.79
H (0.886, -1.919, -1.062)  0.20
H (1.016, -0.700, -2.103)  0.21
H (2.583, -1.424, -1.537)  0.21
H (2.268, -0.628, 0.800)  0.21
H (1.974, 0.777, -0.346)  0.19
H (-0.026, -0.182, 1.700)  0.19
H (-1.106, 0.441, -1.035)  0.17
H (-2.080, 1.016, 1.627)  0.37
H (-2.718, -0.113, 0.519)  0.42
H (-2.761, 1.568, 0.264)  0.36

Calculated values
- LUMO level (alpha / beta) (eV) = 0.57 / 0.48
- orbital gap (alpha / beta) (eV) = 4.184 / 8.888
- <S²> = 0.754
- highest occupied orbital energy (alpha / beta) (eV) = -3.62 / -8.40
- 2S+1 = 2



ORCA calculation (ωB97M-V with the def2-TZVPD basis set) on a structure of composition C20H18N5SbSe4W.

Each line ends with the natural charge from an NBO analysis.
Cartesian coordinates (Å):
W (-0.733, -0.160, 0.912)  0.99
C (1.567, 3.272, -4.931)  -0.63
C (1.050, 2.868, -3.579)  0.00
C (0.458, 3.792, -2.723)  -0.17
C (-0.031, 3.415, -1.490)  -0.22
C (-0.002, 2.085, -1.071)  0.22
N (-0.582, 1.708, 0.147)  -0.69
C (-1.859, 2.197, 0.528)  0.20
C (-2.789, 2.823, -0.298)  -0.29
C (-4.093, 3.004, 0.124)  -0.08
C (-4.540, 2.597, 1.381)  -0.02
C (-5.978, 2.774, 1.772)  -0.63
C (-3.624, 1.989, 2.224)  -0.19
C (-2.322, 1.795, 1.801)  0.02
N (-1.403, 0.992, 2.636)  -0.27
C (-0.071, 1.319, 2.957)  -0.03
C (0.622, 0.180, 3.172)  -0.26
C (-0.251, -0.950, 2.956)  -0.26
N (-1.558, -0.467, 2.716)  -0.31
C (0.654, 1.174, -1.903)  0.07
C (1.178, 1.567, -3.127)  -0.19
N (0.870, -0.190, -1.510)  -0.13
C (0.999, -1.238, -2.322)  0.07
C (1.353, -2.348, -1.556)  -0.32
C (1.396, -1.876, -0.265)  0.04
N (1.069, -0.560, -0.207)  -0.35
H (0.967, 4.082, -5.344)  0.23
H (1.526, 2.438, -5.629)  0.22
H (2.602, 3.617, -4.872)  0.22
H (0.370, 4.825, -3.034)  0.22
H (-0.487, 4.150, -0.841)  0.23
H (-2.535, 3.074, -1.319)  0.27
H (-4.798, 3.423, -0.582)  0.23
H (-6.235, 3.831, 1.855)  0.22
H (-6.196, 2.294, 2.725)  0.21
H (-6.620, 2.338, 1.004)  0.24
H (-3.918, 1.628, 3.202)  0.23
H (0.248, 2.347, 2.963)  0.27
H (1.675, 0.129, 3.398)  0.26
H (-0.112, -1.945, 3.345)  0.26
H (1.695, 0.843, -3.744)  0.22
H (0.822, -1.146, -3.381)  0.26
H (1.532, -3.349, -1.904)  0.25
H (1.644, -2.391, 0.647)  0.23
Se (-3.042, -1.756, -4.377)  -0.66
Sb (-3.795, 0.330, -3.552)  1.07
Se (-2.092, -1.064, -0.570)  0.14
Se (-5.699, 0.564, -2.189)  -0.65
Se (-2.424, 2.214, -4.006)  -0.71

Calculated values
- LUMO level (eV) = -0.96
- orbital gap (eV) = 6.077
- highest occupied orbital energy (eV) = -7.04



ORCA calculation (ωB97M-V with the def2-TZVPD basis set) on a structure of composition C12H19NOs.

Each line ends with the natural charge from an NBO analysis.
Cartesian coordinates (Å):
C (1.812, 0.955, -2.021)  -0.31
C (1.580, 1.859, -0.962)  -0.26
C (0.187, 1.993, -0.785)  -0.28
C (-0.442, 1.166, -1.756)  -0.29
C (0.564, 0.553, -2.524)  -0.27
Os (0.692, 0.003, -0.518)  0.86
C (2.283, -0.138, 1.202)  -0.72
C (2.867, -1.363, 0.835)  0.08
C (3.665, -2.313, 0.117)  -0.61
N (0.369, -1.898, -0.358)  -0.55
H (-0.327, 2.586, -0.001)  0.27
H (2.349, 2.372, -0.352)  0.26
H (-1.534, 1.049, -1.889)  0.27
H (0.394, -0.111, -3.417)  0.27
H (2.807, 0.642, -2.425)  0.27
H (3.010, 0.733, 1.159)  0.20
H (1.457, -1.664, -1.323)  0.33
H (1.495, -0.070, 2.071)  0.25
H (4.703, -2.102, 0.268)  0.20
H (3.136, -3.152, -0.514)  0.22
C (-2.868, -0.757, -0.185)  -0.61
C (-2.245, 0.279, 0.757)  -0.24
C (-3.029, 0.352, 2.069)  -0.60
C (-0.781, -0.009, 1.060)  -0.60
H (-2.961, -1.727, 0.320)  0.22
H (-2.277, -0.900, -1.096)  0.21
H (-3.877, -0.437, -0.478)  0.20
H (-2.289, 1.268, 0.271)  0.17
H (-3.048, -0.626, 2.564)  0.21
H (-2.577, 1.076, 2.756)  0.20
H (-4.063, 0.660, 1.877)  0.21
H (-0.384, 0.729, 1.773)  0.20
H (-0.669, -1.007, 1.507)  0.23

Calculated values
- LUMO level (alpha / beta) (eV) = 0.41 / -2.01
- orbital gap (alpha / beta) (eV) = 6.179 / 5.811
- <S²> = 6.039
- highest occupied orbital energy (alpha / beta) (eV) = -5.77 / -7.82
- 2S+1 = 5